1.
Molecular formula: C21H28NO4PS
Method: DFT, ωB97M-V/def2-TZVPD

```
! RIJCOSX wB97M-V def2-TZVPD def2/J DEFGRID3
* xyz 0 1
C 1.243 -4.694 -3.433
C 0.378 -5.801 -3.489
C 0.326 -6.831 -2.308
C 0.062 -6.211 -0.906
C -1.188 -6.354 -0.147
C -1.392 -5.744 1.173
C -0.344 -4.945 1.833
C 0.929 -4.836 1.073
C 1.135 -5.440 -0.234
S 2.227 -3.837 1.901
C 1.203 -2.490 2.616
C 1.665 -1.117 2.632
C 0.793 -0.006 3.193
C -0.518 -0.455 3.690
C -0.957 -1.854 3.693
C -0.112 -2.934 3.153
N -0.510 -4.331 3.135
H 1.117 -3.870 -2.686
H 2.114 -4.694 -4.146
H -0.221 -5.900 -4.439
H -0.408 -7.633 -2.594
H 1.326 -7.352 -2.249
H -2.056 -6.917 -0.574
H -2.349 -5.853 1.750
H 2.124 -5.271 -0.727
H 2.675 -0.908 2.200
H 1.115 1.065 3.202
H -1.198 0.333 4.086
H -1.959 -2.156 4.086
H 0.098 -4.785 3.834
O 0.286 4.856 1.405
P -0.375 4.306 0.158
O 0.984 3.947 -0.707
C 1.713 2.776 -0.354
C 0.948 1.510 -0.694
O -0.703 5.793 -0.493
C -0.770 6.969 0.308
C 0.558 7.703 0.281
O -1.299 3.593 -1.060
C -2.375 4.280 -1.710
C -1.899 4.973 -2.973
H 1.964 2.805 0.711
H 2.647 2.799 -0.917
H 0.048 1.418 -0.078
H 1.568 0.628 -0.521
H 0.630 1.527 -1.737
H -1.085 6.740 1.327
H -1.547 7.611 -0.118
H 1.391 7.047 0.533
H 0.552 8.544 0.978
H 0.755 8.084 -0.724
H -2.876 4.962 -1.024
H -3.112 3.520 -1.990
H -1.033 5.612 -2.806
H -2.698 5.584 -3.397
H -1.587 4.237 -3.719
*
```

Summary:
**Lowest unoccupied orbital energy**: -0.99 eV
**SMILES string**: C=CCc1ccc2c(c1)Sc1ccccc1N2.CCOP(=O)(OCC)OCC
**Kohn-Sham gap**: 6.98 eV
**HOMO energy**: -8.0 eV



2.
Molecular formula: C21H29BrOPd
Method: DFT, ωB97M-V/def2-TZVPD

```
! RIJCOSX wB97M-V def2-TZVPD def2/J DEFGRID3
* xyz 0 5
Pd 0.396 0.291 -0.290
C 1.617 4.582 0.305
C 0.463 3.584 0.402
C -0.255 3.464 -0.944
C 0.921 2.248 0.944
C 0.032 1.525 1.943
C 0.791 0.541 2.805
C 1.949 -0.023 2.396
C 2.597 -1.146 3.158
C 2.556 0.437 1.186
C 2.087 1.621 0.543
H 1.236 5.571 0.046
H 2.323 4.291 -0.477
H 2.167 4.662 1.245
H -0.261 3.973 1.126
H 0.411 3.038 -1.697
H -0.577 4.451 -1.285
H -1.134 2.822 -0.875
H -0.448 2.291 2.566
H 0.310 0.218 3.722
H 2.541 -2.075 2.587
H 2.101 -1.308 4.114
H 3.652 -0.942 3.346
H 3.459 -0.035 0.825
H 2.703 2.070 -0.225
C -1.121 0.800 1.213
C -2.448 0.631 1.659
C -2.915 1.280 2.828
C -4.220 1.122 3.257
C -5.106 0.313 2.552
C -4.661 -0.347 1.408
C -3.361 -0.198 0.967
H -2.249 1.913 3.399
H -4.550 1.634 4.152
H -6.126 0.193 2.894
H -5.339 -0.988 0.858
H -3.005 -0.731 0.098
C -0.153 -2.892 0.547
C -0.749 -2.838 -0.835
O -1.226 -1.524 -1.080
C -1.784 -1.416 -2.389
C -2.237 -0.001 -2.641
H 0.133 -3.919 0.781
H -0.870 -2.552 1.297
H 0.740 -2.268 0.614
H -1.589 -3.538 -0.925
H -0.007 -3.093 -1.597
H -2.626 -2.116 -2.457
H -1.027 -1.716 -3.119
H -3.010 0.306 -1.936
H -2.645 0.076 -3.651
H -1.394 0.688 -2.567
Br 1.531 -0.284 -2.404
*
```

Summary:
**Lowest unoccupied orbital energy (alpha / beta)**: 0.75 / -1.83 eV
**<S²>**: 6.08
**Kohn-Sham gap (alpha / beta)**: 7.91 / 6.68 eV
**HOMO energy (alpha / beta)**: -7.2 / -8.5 eV



3.
Molecular formula: C21H29CoFN4OPS2
Method: DFT, ωB97M-V/def2-TZVPD

```
! RIJCOSX wB97M-V def2-TZVPD def2/J DEFGRID3
* xyz -1 6
Co -0.220 0.076 0.171
F 0.429 -0.322 6.349
C 0.283 -0.263 4.993
C 0.708 0.869 4.328
C 0.549 0.912 2.948
C -0.018 -0.138 2.216
C -0.426 -1.256 2.951
C -0.285 -1.331 4.336
H 1.142 1.689 4.887
H 0.871 1.811 2.428
H -0.875 -2.103 2.448
H -0.612 -2.197 4.897
C 1.990 -0.353 -0.007
C 2.042 -1.740 -0.377
C 1.966 -2.729 0.624
C 1.953 -4.070 0.295
C 2.027 -4.465 -1.037
C 2.108 -3.502 -2.036
C 2.105 -2.157 -1.718
H 2.185 0.395 -0.767
H 2.310 -0.108 0.997
H 1.875 -2.417 1.658
H 1.867 -4.813 1.078
H 2.011 -5.517 -1.294
H 2.160 -3.807 -3.075
H 2.121 -1.413 -2.504
S -1.499 -1.706 -0.814
C -2.186 -2.699 0.359
N -2.682 -3.415 1.123
S -1.522 3.427 0.292
C -0.899 1.991 0.163
C -1.185 1.783 -5.663
N -0.933 1.571 -4.254
C -0.964 2.785 -3.452
P -0.093 0.240 -3.728
O 0.137 0.333 -2.269
N -0.950 -1.017 -4.377
C -0.421 -2.376 -4.225
C -2.413 -0.998 -4.302
N 1.388 0.075 -4.492
C 2.503 0.843 -3.959
C 1.526 -0.219 -5.904
H -2.152 2.278 -5.795
H -1.218 0.832 -6.194
H -0.418 2.418 -6.128
H -1.961 3.232 -3.499
H -0.237 3.521 -3.818
H -0.747 2.552 -2.415
H 0.663 -2.373 -4.311
H -0.835 -3.000 -5.022
H -0.692 -2.800 -3.255
H -2.782 0.017 -4.430
H -2.766 -1.382 -3.343
H -2.807 -1.622 -5.108
H 2.353 1.020 -2.897
H 2.610 1.809 -4.470
H 3.433 0.283 -4.089
H 0.642 -0.734 -6.273
H 2.395 -0.866 -6.063
H 1.675 0.692 -6.499
*
```

Summary:
**Lowest unoccupied orbital energy (alpha / beta)**: 2.32 / 1.64 eV
**<S²>**: 8.79
**Kohn-Sham gap (alpha / beta)**: 4.80 / 6.81 eV
**Relative energy (zero: lowest compared OMol25 entry of this formula, charge and spin)**: 2.1812 eV
**HOMO energy (alpha / beta)**: -2.5 / -5.2 eV



4.
Molecular formula: C21H29N5O2
Method: DFT, ωB97M-V/def2-TZVPD

```
! RIJCOSX wB97M-V def2-TZVPD def2/J DEFGRID3
* xyz 0 1
C -8.202 1.977 -2.046
C -6.949 1.279 -1.623
C -5.750 1.848 -1.150
N -4.836 0.929 -0.877
N -5.424 -0.237 -1.163
C -4.674 -1.467 -1.025
C -3.600 -1.602 -2.094
C -2.735 -2.833 -1.863
N -1.666 -2.978 -2.857
C -0.362 -2.598 -2.567
O 0.570 -3.344 -2.776
C -0.186 -1.213 -1.982
C 1.225 -0.963 -1.480
C 1.616 -1.819 -0.251
C 2.065 -0.804 0.802
N 2.464 0.358 0.014
C 2.644 1.562 0.796
C 3.825 1.470 1.731
C 5.027 0.915 1.297
C 6.117 0.846 2.146
C 6.032 1.345 3.442
C 7.249 1.241 4.311
N 7.301 2.095 5.379
O 8.132 0.436 4.091
C 4.833 1.891 3.883
C 3.738 1.946 3.033
C 1.426 0.475 -0.996
C -6.687 -0.072 -1.616
H -9.054 1.298 -2.033
H -8.432 2.808 -1.379
H -8.117 2.381 -3.056
H -5.525 2.891 -0.989
H -4.224 -1.474 -0.030
H -5.387 -2.292 -1.075
H -4.060 -1.660 -3.083
H -2.985 -0.701 -2.079
H -2.320 -2.812 -0.849
H -3.352 -3.730 -1.923
H -1.638 -3.905 -3.260
H -0.463 -0.495 -2.762
H -0.905 -1.062 -1.171
H 1.922 -1.170 -2.291
H 0.779 -2.421 0.108
H 2.418 -2.508 -0.507
H 1.226 -0.540 1.472
H 2.887 -1.155 1.425
H 2.802 2.393 0.102
H 1.737 1.800 1.379
H 5.089 0.524 0.290
H 7.050 0.403 1.823
H 6.749 2.933 5.381
H 8.170 2.108 5.887
H 4.729 2.240 4.903
H 2.799 2.353 3.391
H 1.727 1.161 -1.790
H 0.487 0.861 -0.554
H -7.301 -0.916 -1.886
*
```

Summary:
**Lowest unoccupied orbital energy**: 0.66 eV
**SMILES string**: Cc1cnn(CCCNC(=O)C[C@@H]2CCN(Cc3ccc(C(N)=O)cc3)C2)c1
**Kohn-Sham gap**: 9.44 eV
**Relative energy (zero: lowest compared OMol25 entry of this formula, charge and spin)**: 1.4838 eV
**HOMO energy**: -8.8 eV



Number 1: calculated total energy -1912.050905 Eh. Number 2: calculated total energy -3594.577080 Eh. Number 3: calculated total energy -3732.225179 Eh. Number 4: calculated total energy -1241.909033 Eh.